Entry 1:
{
  "formula": "C15H17NO5",
  "method": "the ωB97M-V functional and the def2-TZVPD basis",
  "species": ["C", "O", "C", "C", "C", "C", "O", "N", "C", "C", "C", "C", "C", "O", "C", "C", "O", "C", "C", "O", "C", "H", "H", "H", "H", "H", "H", "H", "H", "H", "H", "H", "H", "H", "H", "H", "H", "H"],
  "positions_angstrom": [[-3.3574, 2.9543, 0.3906], [-2.0504, 2.4940, 0.6590], [-1.7100, 1.1883, 0.5042], [-0.4104, 0.8961, 0.9227], [0.1064, -0.3848, 0.8343], [1.4895, -0.7339, 1.2772], [1.7769, -1.8264, 1.7232], [2.3950, 0.2681, 1.1545], [3.7988, 0.0706, 1.4604], [4.6316, 0.0146, 0.2222], [4.8386, -0.9851, -0.6822], [5.6873, -0.4470, -1.6802], [5.9292, 0.8386, -1.3102], [5.2919, 1.1305, -0.1636], [-0.7052, -1.4116, 0.3690], [-1.9988, -1.1478, -0.0453], [-2.7494, -2.2006, -0.5220], [-3.9092, -2.5067, 0.2326], [-2.5078, 0.1621, -0.0226], [-3.7877, 0.4211, -0.4887], [-3.9696, 0.1922, -1.8756], [-4.1094, 2.3652, 0.9181], [-3.5777, 2.9478, -0.6797], [-3.3745, 3.9822, 0.7534], [0.1579, 1.7143, 1.3369], [2.1407, 1.1077, 0.6599], [4.1508, 0.8871, 2.0979], [3.8598, -0.8788, 1.9988], [4.4377, -1.9764, -0.6346], [6.0632, -0.9504, -2.5469], [6.5159, 1.6167, -1.7565], [-0.3303, -2.4218, 0.3354], [-3.6353, -2.8252, 1.2435], [-4.3935, -3.3299, -0.2895], [-4.5939, -1.6577, 0.2977], [-3.7195, -0.8326, -2.1575], [-3.3574, 0.8837, -2.4657], [-5.0239, 0.3814, -2.0707]],
  "homo_energy_ev": -8.5,
  "multiplicity": 1,
  "gap_ev": 9.267
}



Entry 2:
{
  "formula": "C21H12Cl4CrN7O",
  "method": "the ωB97M-V functional and the def2-TZVPD basis",
  "species": ["Cr", "Cl", "C", "C", "C", "Cl", "C", "C", "C", "C", "N", "C", "C", "O", "H", "H", "H", "H", "N", "C", "N", "C", "N", "C", "C", "N", "C", "C", "N", "H", "H", "H", "H", "H", "Cl", "C", "C", "C", "C", "C", "Cl", "C", "N", "H", "H", "H"],
  "positions_angstrom": [[0.4163, 0.1989, -0.9454], [0.8493, -2.6207, -4.9816], [0.1553, -3.0323, -3.4547], [-0.3096, -4.3452, -3.2484], [-0.8715, -4.7114, -2.0620], [-1.4110, -6.3473, -1.8311], [-1.0185, -3.7696, -1.0129], [-1.5964, -4.0347, 0.2450], [-1.7050, -3.0274, 1.1612], [-1.2281, -1.7456, 0.8416], [-0.6542, -1.4713, -0.3088], [-0.5443, -2.4651, -1.2417], [0.0823, -2.0759, -2.4632], [0.5377, -0.8506, -2.5668], [-0.2118, -5.0665, -4.0476], [-1.9443, -5.0336, 0.4704], [-2.1514, -3.1943, 2.1310], [-1.3102, -0.9350, 1.5480], [1.4098, 2.4857, -0.8307], [-0.9469, 2.0869, -0.0688], [-0.1413, 0.9163, 1.9015], [1.9898, 1.0588, 1.0332], [1.8286, 2.5470, -1.8587], [2.9395, -0.0064, 1.1167], [4.1975, 0.2042, 1.7152], [5.1378, -0.7212, 1.7134], [4.8456, -1.8832, 1.1291], [3.5965, -2.1200, 0.5806], [2.6325, -1.2051, 0.5841], [-1.1208, 2.7192, -0.9312], [-1.8698, 1.7544, 0.3862], [4.4277, 1.1574, 2.1754], [5.6208, -2.6379, 1.0933], [3.3654, -3.0798, 0.1326], [-0.7060, 3.2060, 5.5554], [-0.0130, 3.6881, 4.0418], [0.4244, 5.0058, 3.8880], [1.0012, 5.3795, 2.7000], [1.1383, 4.4607, 1.6581], [0.6711, 3.1872, 1.8145], [0.6023, 1.7695, 0.6873], [0.1081, 2.7722, 3.0330], [-0.3771, 1.2435, 3.0584], [0.2991, 5.7045, 4.7023], [1.3469, 6.3936, 2.5552], [1.5827, 4.7716, 0.7188]],
  "homo_energy_ev": [-7.2, -7.4],
  "s_squared": 0.854,
  "multiplicity": 2,
  "gap_ev": [6.274, 6.421]
}



Entry 3:
{
  "formula": "C5H28NO9",
  "method": "the ωB97M-V functional and the def2-TZVPD basis",
  "species": ["C", "C", "N", "C", "C", "C", "O", "H", "H", "H", "H", "H", "H", "H", "H", "H", "H", "H", "H", "H", "H", "O", "H", "H", "O", "H", "H", "O", "H", "H", "O", "H", "H", "O", "H", "H", "O", "H", "H", "O", "H", "H", "O"],
  "positions_angstrom": [[-1.3428, 1.2174, -3.1091], [-0.9543, 1.0694, -1.6637], [-2.1357, 0.6485, -0.8587], [-3.3519, 1.4235, -0.9551], [-1.7171, 0.2419, 0.4671], [-2.1330, -1.2403, 0.8038], [-1.2256, -1.8509, 1.6980], [-1.5111, 0.2996, -3.6619], [-0.5144, 1.6926, -3.6599], [-2.1275, 1.9485, -3.3826], [-0.2553, 0.2249, -1.5579], [-0.4410, 1.9637, -1.2683], [-3.7037, 1.3936, -1.9873], [-3.1632, 2.4773, -0.6882], [-4.1241, 0.9147, -0.3608], [-0.6583, 0.3751, 0.6975], [-2.1411, 0.8087, 1.3212], [-2.2106, -1.8630, -0.1013], [-3.0500, -1.0960, 1.3999], [4.2925, -0.2785, 1.8899], [3.1204, -1.2990, 2.1398], [3.8991, -0.8754, 2.5494], [2.8762, -2.3218, -1.8106], [3.3876, -2.1594, -0.2985], [3.0659, -2.7581, -0.9776], [-0.0793, -3.1961, 1.4920], [1.4182, -2.9374, 1.4883], [0.7836, -3.6445, 1.4050], [2.6401, 3.0208, -0.8783], [2.4442, 1.6674, 0.0502], [2.6966, 2.0604, -0.8580], [-0.2987, -1.4691, 1.5011], [1.3824, -0.5656, 2.2642], [1.3000, -0.9855, 1.3936], [-0.8316, 2.9430, 1.0811], [0.1410, 3.1819, 2.0325], [-0.7582, 3.5168, 1.8567], [0.0076, -2.0450, -0.7813], [0.5187, -3.2299, -1.4762], [-0.1506, -2.5384, -1.5955], [2.0927, 1.7591, 2.0305], [1.2936, 0.0405, 1.0539], [1.5190, 1.4645, 1.3153]],
  "homo_energy_ev": -5.5,
  "charge": -1,
  "multiplicity": 1,
  "gap_ev": 8.469
}



Entry 4:
{
  "formula": "C29H55FI2N2O18S7",
  "method": "the ωB97M-V functional and the def2-TZVPD basis",
  "species": ["C", "C", "I", "C", "I", "C", "C", "N", "C", "C", "F", "C", "C", "C", "S", "C", "N", "H", "H", "H", "H", "H", "H", "H", "O", "S", "O", "O", "C", "C", "C", "H", "H", "H", "H", "H", "H", "H", "H", "O", "S", "O", "O", "C", "C", "C", "H", "H", "H", "H", "H", "H", "H", "H", "O", "S", "O", "O", "C", "C", "C", "H", "H", "H", "H", "H", "H", "H", "H", "O", "S", "O", "O", "C", "C", "C", "H", "H", "H", "H", "H", "H", "H", "H", "O", "S", "O", "O", "C", "C", "C", "H", "H", "H", "H", "H", "H", "H", "H", "O", "S", "O", "O", "C", "C", "C", "H", "H", "H", "H", "H", "H", "H", "H"],
  "positions_angstrom": [[-1.7604, 3.6420, -1.4779], [-2.3773, 2.2778, -1.8429], [-4.0381, 2.2688, -3.1534], [-1.8658, 1.1513, -1.3402], [-2.6599, -0.7726, -1.7417], [-0.6511, 1.2950, -0.4475], [-0.8995, 1.5654, 0.9397], [0.0636, 1.7396, 1.8042], [1.3135, 1.6579, 1.2639], [2.4388, 1.8627, 2.1159], [2.1768, 2.1553, 3.4023], [3.7114, 1.8055, 1.6744], [3.9396, 1.5057, 0.2861], [2.8810, 1.3041, -0.5438], [3.2602, 0.9722, -2.2643], [1.5149, 1.3729, -0.0930], [0.5261, 1.1881, -1.0159], [-2.2023, 4.4630, -2.0530], [-0.6719, 3.6504, -1.6401], [-1.9146, 3.7601, -0.3919], [-1.9376, 1.6397, 1.2776], [4.5790, 1.9822, 2.3081], [4.9512, 1.4321, -0.1119], [2.0719, 0.9653, -2.9190], [4.2333, 1.9678, 8.3042], [2.9310, 1.7188, 8.8425], [2.4764, 0.3839, 9.0941], [1.8512, 2.4811, 7.9537], [1.8174, 2.2037, 6.5376], [1.2194, 0.8454, 6.2383], [2.7181, 2.6684, 10.3112], [2.8173, 2.3002, 6.1109], [1.1996, 2.9781, 6.0848], [1.8474, 0.0459, 6.6236], [1.1145, 0.6985, 5.1641], [0.2403, 0.7441, 6.7102], [3.0309, 3.6919, 10.1221], [3.3419, 2.2192, 11.0815], [1.6730, 2.6262, 10.6083], [-0.3938, -3.2997, 2.4064], [0.5142, -2.7979, 1.4189], [0.0475, -2.3519, 0.1406], [1.6759, -3.8721, 1.1938], [1.2972, -5.2100, 0.8244], [0.8322, -5.2975, -0.6167], [1.5085, -1.5340, 2.1374], [0.5360, -5.5890, 1.5106], [2.1854, -5.8273, 0.9549], [-0.0915, -4.7399, -0.7686], [0.6483, -6.3353, -0.8969], [1.5807, -4.8733, -1.2871], [1.8963, -1.8787, 3.0940], [0.8700, -0.6659, 2.2823], [2.3185, -1.2908, 1.4518], [-3.3028, 5.6866, -4.3853], [-2.5438, 5.9132, -5.5773], [-1.1148, 5.8598, -5.5667], [-3.0103, 7.2937, -6.2299], [-2.9497, 8.4820, -5.4212], [-1.5275, 8.9710, -5.2235], [-3.1353, 4.8502, -6.8506], [-3.4468, 8.3111, -4.4641], [-3.5231, 9.2417, -5.9509], [-0.9419, 8.2599, -4.6419], [-1.5215, 9.9243, -4.6938], [-1.0272, 9.0928, -6.1848], [-4.2201, 4.9077, -6.8881], [-2.8190, 3.8389, -6.6006], [-2.6933, 5.1550, -7.7961], [2.9088, -1.8693, 5.7028], [3.5353, -3.0213, 6.2810], [4.8303, -3.4531, 5.8543], [2.5227, -4.2548, 6.2061], [1.9974, -4.6324, 4.9223], [3.0335, -5.3350, 4.0668], [3.5474, -2.8460, 8.0324], [1.5854, -3.7604, 4.4116], [1.1679, -5.3104, 5.1180], [3.8492, -4.6630, 3.8006], [2.5831, -5.6976, 3.1444], [3.4699, -6.1758, 4.6074], [2.5578, -2.5472, 8.3688], [4.2756, -2.0748, 8.2761], [3.8446, -3.7930, 8.4767], [2.5576, -2.0657, -7.7910], [3.5706, -2.8000, -7.0970], [3.4322, -4.2015, -6.8489], [3.8937, -2.0567, -5.7229], [2.8072, -1.8097, -4.8104], [2.3522, -3.0722, -4.1042], [5.1271, -2.5186, -7.8732], [1.9770, -1.3281, -5.3322], [3.1806, -1.1016, -4.0720], [1.9140, -3.7820, -4.8054], [1.6004, -2.8372, -3.3489], [3.1976, -3.5688, -3.6258], [5.2566, -1.4518, -8.0363], [5.1151, -3.0472, -8.8243], [5.9139, -2.9164, -7.2370], [-6.1545, -1.0718, -3.3666], [-6.9128, -1.9963, -2.5807], [-7.2907, -3.2742, -3.0996], [-8.2148, -1.2535, -2.0289], [-9.0964, -0.6333, -2.9807], [-9.9138, -1.6499, -3.7547], [-6.1166, -2.2332, -1.0271], [-8.5288, 0.0135, -3.6530], [-9.7650, 0.0066, -2.4062], [-9.2789, -2.2676, -4.3890], [-10.6414, -1.1484, -4.3940], [-10.4386, -2.3192, -3.0721], [-5.8552, -1.2652, -0.6077], [-5.2179, -2.8200, -1.2057], [-6.7882, -2.7778, -0.3675]],
  "homo_energy_ev": -8.6,
  "multiplicity": 1,
  "gap_ev": 7.717
}



Entry 5:
{
  "formula": "C18H37N2O3OsP3",
  "method": "the ωB97M-V functional and the def2-TZVPD basis",
  "species": ["P", "C", "H", "H", "H", "C", "H", "H", "H", "C", "H", "H", "H", "P", "C", "H", "H", "H", "C", "H", "H", "H", "C", "H", "H", "H", "P", "C", "H", "H", "H", "C", "H", "H", "H", "C", "H", "H", "H", "Os", "C", "O", "C", "O", "C", "C", "C", "C", "C", "C", "H", "H", "H", "H", "H", "H", "N", "C", "N", "O", "H", "H", "H", "H"],
  "positions_angstrom": [[-2.2283, 2.3736, 1.4598], [-0.9896, 3.4960, 2.2060], [-1.4115, 4.4873, 2.4154], [-0.1647, 3.5767, 1.4815], [-0.5991, 3.0520, 3.1316], [-3.6067, 3.5153, 1.0533], [-4.5352, 2.9455, 0.9336], [-3.3592, 3.9560, 0.0780], [-3.7418, 4.3155, 1.7883], [-2.7510, 1.5417, 3.0153], [-3.5774, 2.0600, 3.5193], [-1.8844, 1.4874, 3.6884], [-3.0585, 0.5162, 2.7808], [1.1697, -3.6162, 1.2204], [2.7297, -3.2862, 2.0878], [3.0527, -4.2429, 2.5302], [2.5536, -2.5275, 2.8726], [3.4658, -2.9204, 1.3491], [-0.0069, -4.3054, 2.4244], [-0.8804, -4.7437, 1.9086], [-0.3403, -3.4832, 3.0881], [0.5623, -5.0546, 2.9867], [1.4737, -4.7265, -0.1844], [1.6917, -5.7213, 0.2248], [2.3475, -4.3117, -0.7237], [0.5938, -4.7431, -0.8577], [0.4921, 1.3073, -3.0185], [2.0735, 2.2180, -3.1369], [2.1577, 2.7376, -4.0917], [2.8917, 1.4977, -3.0338], [2.1190, 2.9189, -2.3018], [0.6945, 0.2641, -4.5097], [1.1593, 0.8153, -5.3315], [-0.2575, -0.1656, -4.8342], [1.3625, -0.5623, -4.2266], [-0.7327, 2.5602, -3.5548], [-0.5590, 2.9195, -4.5765], [-0.6882, 3.4020, -2.8513], [-1.7339, 2.1133, -3.4857], [-0.0670, -1.9475, 0.1721], [0.2397, -0.7036, 1.5232], [0.5006, 0.1047, 2.3478], [1.4988, -1.3455, -0.6246], [2.4982, -0.9196, -1.1001], [-1.6111, -2.9362, -1.7028], [-1.7072, -1.5496, -1.8699], [-2.1578, -0.7464, -0.8151], [-2.6139, -1.3352, 0.3738], [-2.5476, -2.7261, 0.5384], [-1.9862, -3.5235, -0.4781], [-1.2207, -3.5525, -2.5102], [-1.4288, -1.0898, -2.8147], [-2.1922, 0.3261, -0.9343], [-3.0343, -0.7156, 1.1596], [-2.9343, -3.1751, 1.4476], [-1.8793, -4.6031, -0.3345], [3.4567, 4.1229, 0.5095], [2.7272, 2.9658, 0.7106], [3.3547, 2.0394, 1.5039], [1.6544, 2.7729, 0.1319], [4.1552, 4.3860, 1.1897], [2.8864, 4.8732, 0.1566], [2.8053, 1.2573, 1.8235], [4.1188, 2.3550, 2.0708]],
  "homo_energy_ev": [-16.4, -19.7],
  "charge": 4,
  "s_squared": 6.036,
  "multiplicity": 5,
  "gap_ev": [6.055, 2.692]
}



Entry 6:
{
  "formula": "C8H9BrN2O4S",
  "method": "the ωB97M-V functional and the def2-TZVPD basis",
  "species": ["C", "C", "O", "N", "C", "N", "C", "O", "C", "S", "C", "C", "O", "O", "C", "Br", "H", "H", "H", "H", "H", "H", "H", "H", "H"],
  "positions_angstrom": [[-4.6119, -1.3796, -0.5814], [-3.2220, -1.0830, -0.1700], [-2.3609, -2.0863, 0.0433], [-1.1480, -1.5979, 0.4153], [-1.2445, -0.2956, 0.4381], [-0.2433, 0.5801, 0.7663], [1.0281, 0.2406, 1.1667], [1.4257, -0.8872, 1.2763], [1.8913, 1.4606, 1.4038], [2.1401, 2.3446, -0.1754], [2.6493, 0.9773, -1.2634], [3.6370, 0.0403, -0.6049], [4.4430, 0.3466, 0.2277], [3.4977, -1.1904, -1.0890], [-2.5670, 0.0950, 0.0654], [-3.2229, 1.8514, -0.0631], [-5.1359, -0.4556, -0.8099], [-4.6103, -2.0264, -1.4568], [-5.1344, -1.9010, 0.2196], [-0.4707, 1.5632, 0.6707], [2.8625, 1.1669, 1.8005], [1.4137, 2.1795, 2.0679], [3.1239, 1.4564, -2.1209], [1.7790, 0.4140, -1.6009], [4.0805, -1.8135, -0.6261]],
  "homo_energy_ev": -9.1,
  "multiplicity": 1,
  "gap_ev": 9.495
}



- Which formula does entry 1 have?
  C15H17NO5



- multiplicity of number 2 (C21H12Cl4CrN7O)?
  2